# C27H76F3N7O11S

A cluster of 9 separate species, C27H76F3N7O11S in total at a distorted geometry (wB97M-V/def2-TZVPD, the OMol25 dataset).

Summary:
total charge: 0
LUMO: 0.18 eV
ΔE to the lowest compared entry with this formula, charge and spin: 0.0 kJ/mol

The geometry in XYZ format:
```
125
Properties=species:S:1:pos:R:3:forces:R:3
N 2.193250 2.205614 -2.084356 0.5 -0.3 -0.1
H 3.047684 2.335651 -1.550933 -0.4 0.5 0.5
H 1.357789 2.715184 -1.800037 0.3 0.4 0.3
H 1.896851 1.225359 -2.011059 -0.1 0.0 -0.4
H 2.361955 2.464995 -3.075095 -0.5 -0.6 -0.1
C -0.791604 -0.898487 -0.142141 -0.5 2.0 -0.8
F -1.933015 -1.341998 0.350777 -0.1 -0.8 -0.1
F -0.329893 0.004255 0.732761 0.2 -0.1 0.4
F 0.128155 -1.823348 -0.290353 -0.1 -0.8 0.0
S -1.122511 0.095789 -1.698247 0.5 -0.6 -1.0
O 0.220959 0.591663 -2.057316 -1.2 -0.7 0.3
O -1.753770 -0.788165 -2.665322 0.8 0.4 0.7
O -2.003252 1.149246 -1.237116 -0.1 0.3 0.2
C -4.547671 1.326325 1.305502 0.6 0.2 -0.8
C -5.459585 0.809944 0.200995 0.2 -0.1 0.2
O -4.844831 -0.171898 -0.593483 -0.3 -0.6 -0.2
O -3.560666 2.215072 0.797411 0.1 1.0 -0.6
H -3.924150 0.562368 1.788891 -1.1 -0.5 0.3
H -5.195743 1.905046 1.972257 0.4 -0.1 0.3
H -5.807496 1.666801 -0.388681 0.2 0.1 0.0
H -6.366319 0.353512 0.607852 0.2 -0.1 0.2
H -4.063243 0.148853 -1.048885 0.1 0.4 0.0
H -3.005216 1.834980 0.082281 -0.6 -0.2 0.6
C 1.743863 3.868288 -6.055071 0.7 0.4 0.4
C 0.964109 2.600707 -5.753184 0.5 -0.6 1.2
C 0.563609 1.789523 -6.956960 0.0 0.5 -1.5
O 0.333982 0.435759 -6.709396 0.6 -0.2 -0.1
C -0.685945 0.127576 -5.805794 -1.4 -1.1 0.1
N 1.878687 1.828030 -4.864902 1.1 -0.1 -0.4
H 1.937752 4.361032 -5.099564 -0.6 0.4 -0.1
H 1.388616 4.563377 -6.813687 -0.5 -0.1 0.2
H 2.781644 3.663758 -6.347348 -0.2 -0.6 -0.4
H 0.126664 2.754499 -5.065913 -0.3 0.5 -0.5
H 1.333588 1.867522 -7.736418 0.5 -0.5 0.4
H -0.264139 2.225325 -7.539551 -0.5 0.1 0.7
H -1.614338 0.683951 -5.985185 0.3 0.5 0.2
H -0.425594 0.111450 -4.743425 0.2 0.5 -0.1
H -1.008071 -0.898991 -6.012042 0.3 0.0 -0.1
H 2.819103 1.917912 -5.249923 0.0 0.0 -0.1
H 1.729790 0.823358 -4.921990 -0.5 0.1 0.1
C -1.059510 -3.092854 2.963568 -0.6 1.4 0.9
C -0.037141 -2.766249 4.081561 1.0 -0.8 -1.5
C -0.560485 -2.043285 5.302192 -0.6 -1.0 0.3
O 0.569631 -1.618955 6.033606 -0.2 0.2 0.3
C 0.210737 -0.855564 7.180293 0.4 0.3 -0.6
N 0.727644 -3.989915 4.381933 -0.9 -0.6 1.0
H -0.874328 -3.851633 2.205891 0.8 -0.2 0.4
H -1.172674 -2.149995 2.428521 -0.5 -0.1 -0.1
H -2.018632 -3.341478 3.426419 -0.1 0.0 -0.1
H 0.723916 -2.113489 3.632557 -0.2 0.4 0.1
H -1.123551 -2.745638 5.937854 0.0 -0.2 -0.1
H -1.315255 -1.278055 5.083475 0.5 0.5 -0.3
H 1.011983 -0.900226 7.916212 0.1 -0.2 -0.1
H -0.718074 -1.208826 7.630501 -0.1 0.1 0.0
H 0.140776 0.183637 6.846928 -0.4 0.1 0.3
H 0.916283 -4.057042 5.380881 0.3 0.3 -0.1
H 0.099438 -4.776607 4.233819 0.1 -0.1 -0.2
C 2.728614 2.154072 4.114580 0.3 -0.3 -0.4
C 1.436852 1.761871 3.384181 1.1 1.2 0.2
C 0.513248 2.967827 3.254894 -0.6 -1.1 0.9
O -0.753817 2.471643 2.819332 0.5 0.8 -0.5
C -1.829887 3.342430 3.109356 -1.3 -1.1 0.8
N 1.747998 1.318831 2.003732 -1.3 -1.0 0.8
H 3.218979 2.984249 3.602090 -0.1 0.2 0.1
H 3.449693 1.334035 4.066494 -0.1 -0.1 0.0
H 2.594325 2.375986 5.173787 -0.2 0.2 -0.1
H 0.950169 0.995171 3.995424 -0.3 0.0 -0.2
H 0.925612 3.718554 2.575391 0.0 0.1 0.0
H 0.359179 3.349185 4.270342 0.2 0.5 -0.1
H -2.280653 3.929397 2.309231 0.8 0.2 -0.4
H -1.646612 3.927714 4.013314 0.2 0.3 -0.2
H -2.650522 2.662814 3.363740 -0.1 0.1 0.1
H 1.816998 0.303820 2.114632 0.8 0.0 -0.4
H 0.795821 1.316785 1.636734 0.3 0.4 -0.6
C 3.308613 -2.723540 0.979539 -0.1 0.8 -0.3
C 3.947903 -3.505142 2.115280 -1.3 -0.7 1.0
C 4.233985 -2.549862 3.298098 2.3 0.8 -1.4
O 5.445012 -1.815642 2.955427 -0.3 1.4 0.2
C 6.659061 -2.477774 3.214251 -1.1 -1.0 -0.2
N 2.982864 -4.530770 2.549485 0.4 0.3 -1.3
H 3.878066 -1.793065 0.904902 -0.1 0.0 -0.5
H 2.259433 -2.437983 1.118508 0.0 0.0 0.8
H 3.224553 -3.218375 0.010687 0.7 -0.3 0.1
H 4.852532 -3.958728 1.710350 0.2 0.0 0.4
H 4.450109 -2.955189 4.288319 -0.6 -0.7 -0.1
H 3.472255 -1.772510 3.353213 -0.2 -0.2 0.2
H 6.627083 -2.890053 4.230401 0.3 0.0 0.0
H 7.524847 -1.834862 3.079961 -0.2 0.3 0.0
H 6.702508 -3.305323 2.494507 0.6 -0.2 0.3
H 3.203882 -4.975787 3.427348 0.0 0.2 0.2
H 2.130987 -3.998564 2.639301 -0.4 -0.6 0.6
C -3.764946 -4.057035 -1.284966 0.6 -0.3 -0.4
C -2.934075 -4.374622 -2.540824 -0.7 0.0 0.3
C -3.334538 -5.706678 -3.184884 0.2 -0.1 0.9
O -3.472670 -6.760199 -2.233744 0.3 -0.1 -0.4
C -2.224797 -7.341945 -1.786658 -2.3 0.0 -0.5
N -3.189284 -3.302272 -3.497655 0.5 0.0 -0.4
H -4.824701 -3.970540 -1.519343 0.0 -0.1 -0.1
H -3.422450 -3.090685 -0.915616 -0.1 -0.1 0.3
H -3.604885 -4.856479 -0.560338 -0.1 0.2 0.2
H -1.881322 -4.465517 -2.239283 0.1 0.2 0.0
H -2.563928 -6.013237 -3.899328 -0.2 0.2 -0.4
H -4.314789 -5.559964 -3.638335 0.0 -0.2 -0.2
H -1.754049 -7.911296 -2.591139 0.5 0.6 -0.2
H -2.622358 -8.120924 -1.136891 0.6 0.2 0.7
H -1.659985 -6.541682 -1.318441 0.6 -0.5 0.2
H -2.622314 -2.491499 -3.262970 -0.3 0.0 0.0
H -2.910972 -3.567454 -4.438426 0.0 -0.1 0.0
C -1.802840 4.976516 -0.609380 0.7 0.6 0.9
C -0.623134 5.016767 -1.610508 -1.8 0.2 -1.1
C 0.768081 4.987896 -0.983860 -1.0 1.0 0.3
O 1.824513 5.009037 -1.914394 0.1 -1.3 -0.3
C 1.918008 6.134805 -2.744662 0.8 0.7 -0.2
N -0.869540 3.903493 -2.540336 1.7 -0.6 0.4
H -1.686771 4.076280 -0.000940 0.0 0.0 0.2
H -2.804326 4.885875 -1.027403 0.3 0.0 -0.7
H -1.869509 5.843240 0.058265 0.3 -0.1 0.1
H -0.633458 5.921269 -2.226280 -0.4 0.1 0.2
H 0.829187 4.143509 -0.290943 0.5 -0.2 -0.2
H 0.841812 5.896157 -0.373882 0.0 0.0 0.3
H 2.466887 6.921431 -2.213611 -0.6 0.3 0.2
H 0.984885 6.483867 -3.185333 -0.1 0.0 0.3
H 2.576433 5.947269 -3.595656 -0.1 -0.6 0.1
H -1.676516 4.002471 -3.135741 -0.2 0.3 0.1
H -1.043092 3.107263 -1.934884 -0.3 -0.4 -0.4
```
Forces are in eV/Å.